A structure of composition C19H24MnN6O3S. Source: the OMol25 dataset; level of theory: the ωB97M-V functional and the def2-TZVPD basis.

XYZ file:
```
54
Properties=species:S:1:pos:R:3:forces:R:3:lowdin_spin:R:1
Mn -0.96923 -0.38300 0.65877 -0.06 0.09 0.30 4.713
S 0.37563 1.89996 -4.81985 0.08 0.20 0.08 0.000
O 1.45931 2.85091 -4.22136 -0.04 -0.15 -0.01 0.001
O 0.93314 0.58783 -4.96261 0.00 -0.07 -0.01 0.000
O -0.27705 2.57449 -5.87896 0.00 -0.03 -0.01 0.001
N 1.00801 -0.48804 -0.22584 0.08 -0.04 0.02 0.035
N 3.19645 1.31297 -2.74161 -0.03 0.01 -0.04 0.001
N -1.72042 -2.37964 0.88333 -0.20 0.25 0.11 0.036
N -0.46149 -1.10658 2.90383 0.41 -0.01 -1.36 0.023
N -0.21035 -2.31191 2.67831 -0.06 0.53 0.78 0.025
N -2.52641 1.11708 0.29371 -0.11 -0.13 0.13 0.034
C -1.30027 0.53837 -3.15056 0.00 0.01 0.01 0.003
C -1.55270 2.66822 -1.35604 0.00 -0.02 -0.04 0.007
C 1.57938 0.65330 -1.01129 0.00 -0.03 0.02 0.008
C 0.57842 -0.27818 3.40339 -0.20 -0.35 0.25 0.007
C -0.90348 2.84987 -2.56791 0.01 0.02 0.01 0.004
C 1.84607 -0.75080 3.75108 0.01 0.06 0.00 -0.001
C -1.28173 -2.95865 2.00813 -0.09 -0.26 -0.16 0.010
C 0.24016 1.06820 3.52580 0.10 0.04 0.00 0.005
C -0.73244 1.77262 -3.42665 0.01 -0.04 -0.02 0.009
C 2.78343 0.15895 4.19793 0.03 0.02 0.02 0.002
C 2.66656 0.18435 -1.97279 -0.02 -0.02 0.02 0.002
C -2.04877 1.41256 -1.04374 0.02 0.03 0.04 0.012
C -2.84433 -4.73112 1.82226 0.00 0.15 -0.15 0.007
C -3.32635 -4.12731 0.66019 0.06 -0.12 0.14 0.002
C 2.46234 1.51387 4.30287 -0.01 -0.03 -0.01 0.000
C -1.78293 -4.14854 2.49809 0.00 -0.07 -0.05 0.002
C -1.97110 0.35751 -1.94899 0.06 -0.01 0.01 0.018
C -2.73255 -2.96522 0.22003 0.08 -0.13 -0.01 0.012
C 1.19551 1.97096 3.96811 -0.02 0.00 0.00 0.001
H 0.77401 1.11769 -1.57176 -0.01 0.03 0.01 0.001
H -1.17975 -0.27792 -3.85088 0.00 0.00 0.00 0.000
H 3.70864 0.96404 -3.54652 0.01 -0.02 0.01 0.000
H 1.69867 -0.76628 0.47157 -0.03 -0.03 0.03 0.004
H 2.09795 2.31264 -3.64675 0.03 0.04 -0.02 0.000
H 3.20517 2.21095 4.66686 0.00 0.00 0.00 0.000
H -3.28529 -5.64855 2.18783 0.00 0.00 -0.01 0.000
H -2.58820 1.95696 0.86204 0.05 0.02 0.00 0.004
H 0.94631 -1.29385 -0.85108 0.02 0.02 -0.03 0.005
H 2.22524 -0.51759 -2.68484 -0.01 0.01 0.00 0.000
H -1.35580 -4.58471 3.38992 -0.01 0.01 0.01 0.000
H 2.08033 -1.80430 3.68465 -0.04 -0.01 -0.02 0.000
H -0.47838 3.81234 -2.82029 0.00 0.00 0.01 0.000
H 1.96142 1.38482 -0.29768 0.01 0.00 0.00 0.000
H -0.77582 1.38687 3.31970 -0.01 -0.02 -0.01 0.001
H 0.94508 3.01692 4.07882 0.01 0.00 0.01 0.000
H -4.13744 -4.56189 0.09408 0.00 -0.02 0.02 0.000
H -1.64844 3.49111 -0.65785 -0.01 0.00 0.00 0.000
H -3.04876 -2.49392 -0.70139 -0.04 0.00 0.02 0.001
H 3.85996 1.85174 -2.19398 -0.03 0.02 0.00 0.000
H 3.44451 -0.35184 -1.41718 0.02 0.01 -0.01 0.000
H -2.43920 -0.59843 -1.72630 -0.02 0.01 -0.01 0.003
H -3.46187 0.71417 0.28084 -0.02 0.01 -0.03 0.004
H 3.76886 -0.18398 4.48258 0.00 0.01 0.00 0.000
```
Forces are in eV/Å.

Output
Charge = +2
ΔE to the lowest compared entry with this formula, charge and spin = 0.0 kcal/mol
Energy = -2841.3565 Eh
Multiplicity = 6
Orbital gap (spin up / spin down) = 7.9 / 7.9 eV
HOMO energy (spin up / spin down) = -15.27 / -15.42 eV
⟨S²⟩ = 8.7561

***

An isolated molecule of C19H24N2O2S. Source: the OMol25 dataset; level of theory: the ωB97M-V functional and the def2-TZVPD basis.

XYZ file:
```
48
Properties=species:S:1:pos:R:3:forces:R:3:nbo_charge:R:1
S 4.96354 0.69995 0.09017 1.16 0.22 -0.08 0.349
O 2.65933 1.55741 0.11154 -0.47 0.03 0.12 -0.622
O -4.62581 -2.67230 0.43730 0.12 0.23 0.26 -0.491
N -1.87109 2.97541 0.42783 0.03 0.02 0.08 -0.440
N 0.80044 0.53389 -0.64632 -0.32 -0.24 -0.11 -0.607
C 6.70861 0.15352 -0.02939 -0.74 -0.09 0.09 -0.771
C 2.69450 -0.79658 0.03973 0.35 -0.20 0.19 -0.118
C -2.63088 0.15175 1.48436 -0.05 -0.12 -0.14 -0.163
C 1.97685 -1.98480 0.13894 0.06 0.08 -0.02 -0.179
C -2.65197 3.24788 -0.75814 -0.03 0.01 0.07 -0.420
C 2.05293 0.52417 -0.13923 -0.17 0.19 -0.17 0.647
C 4.00790 -3.21888 0.38141 -0.11 -0.04 0.00 -0.178
C 0.01342 1.73807 -0.72787 -0.23 0.25 0.30 -0.257
C -3.76281 -1.62549 0.32117 0.07 0.11 0.01 0.303
C -4.94486 -3.41284 -0.71490 -0.04 -0.12 -0.20 -0.252
C -1.07394 1.75782 0.37370 0.13 -0.01 -0.16 -0.056
C 4.73640 -2.04958 0.30952 0.03 0.01 -0.01 -0.240
C -2.00072 0.56100 0.31102 0.16 -0.06 -0.07 -0.074
C -3.14538 -1.22398 -0.85586 -0.29 -0.36 -0.07 -0.329
C 2.62357 -3.19302 0.30756 -0.03 -0.11 0.00 -0.244
C -3.49617 -0.91852 1.49556 -0.10 -0.12 -0.05 -0.248
C 4.09832 -0.82060 0.14895 -0.09 0.09 -0.01 -0.153
C -2.27978 -0.14000 -0.85238 0.12 0.15 0.25 -0.165
C -1.13582 4.14295 0.86140 -0.05 -0.03 -0.01 -0.408
H 7.03532 -0.31323 0.89458 0.15 -0.09 0.04 0.210
H -3.98384 -1.23407 2.40414 -0.05 -0.04 0.13 0.225
H 0.89597 -1.97268 0.11376 -0.09 0.00 -0.01 0.205
H -0.54393 1.70454 1.33423 0.00 -0.02 -0.12 0.208
H 0.70185 2.57185 -0.57532 -0.14 -0.06 -0.12 0.246
H -2.43783 0.69195 2.39851 0.03 0.08 0.13 0.218
H 6.84661 -0.50886 -0.87780 0.14 -0.09 -0.07 0.214
H -1.83218 0.14869 -1.79227 0.08 0.06 -0.10 0.201
H 7.27110 1.06824 -0.18729 0.03 0.07 -0.01 0.233
H -3.38311 4.01977 -0.51702 -0.04 0.03 -0.09 0.202
H -5.42378 -2.78776 -1.47567 0.03 -0.02 0.02 0.176
H -0.56403 3.90227 1.75551 0.06 0.03 0.06 0.203
H -1.85217 4.92693 1.10833 0.06 0.09 0.02 0.200
H -3.32935 -1.73896 -1.78605 -0.05 -0.07 -0.05 0.219
H -4.05894 -3.89287 -1.14381 -0.03 0.03 0.01 0.175
H 5.80850 -2.10137 0.39497 0.10 0.03 -0.01 0.217
H -2.04761 3.60396 -1.60619 -0.01 0.00 -0.05 0.161
H 4.52479 -4.15834 0.51120 0.04 -0.08 0.02 0.214
H -0.44721 4.53537 0.09913 0.04 0.04 0.00 0.165
H -3.18776 2.34829 -1.05374 -0.07 0.03 -0.08 0.209
H -5.64511 -4.17987 -0.38805 0.05 0.04 -0.07 0.202
H -0.43084 1.82009 -1.72321 0.05 0.07 0.05 0.192
H 0.31167 -0.33423 -0.79176 0.16 0.02 0.01 0.401
H 2.05527 -4.10695 0.38775 -0.06 -0.07 0.01 0.215
```
Forces are in eV/Å.

Output
Charge = 0
ΔE to the lowest compared entry with this formula, charge and spin = 36.6 kcal/mol
Energy = -1396.5756 Eh
Multiplicity = 1
Orbital gap = 8.5 eV
HOMO energy = -7.85 eV

***

An isolated molecule of C19H24N2O3. Source: the OMol25 dataset; level of theory: the ωB97M-V functional and the def2-TZVPD basis.

XYZ file:
```
48
Properties=species:S:1:pos:R:3:forces:R:3:nbo_charge:R:1
O 1.91683 2.73770 -5.46924 0.08 -0.31 0.12 -0.500
O 1.35240 0.04924 0.50484 -0.04 0.44 0.13 -0.661
O 1.74160 3.58795 -2.69723 0.03 -0.35 -0.37 -0.523
N 1.19099 -2.21013 0.50467 0.00 -0.29 -0.01 -0.634
N 1.35653 -1.09974 -1.48371 -0.04 -0.37 -0.14 -0.612
C 1.50727 -0.08250 -2.43311 0.01 0.36 -0.19 0.155
C 1.77634 1.90447 -4.39376 -0.03 -0.09 -0.05 0.214
C -2.94343 -1.71011 2.08277 0.19 0.16 -0.07 -0.437
C -3.08161 -0.34986 4.18325 0.00 -0.03 0.00 -0.250
C 1.80956 4.13514 -5.32822 -0.01 0.45 -0.10 -0.238
C -1.48054 -1.49274 1.67730 -0.08 -0.29 0.04 -0.391
C 1.73739 0.55415 -4.72692 0.00 0.30 0.16 -0.221
C 1.60808 -0.43389 -3.77317 -0.01 0.03 0.17 -0.259
C -3.39205 -1.36216 6.33482 -0.01 -0.02 0.12 -0.228
C -3.21474 -0.23195 5.55438 0.02 0.09 0.05 -0.201
C -0.56618 -2.59201 2.21226 0.22 0.37 -0.14 -0.411
C 1.63910 3.94215 -1.33917 -0.01 0.07 0.23 -0.252
C 1.54631 1.26066 -2.08113 0.00 0.08 0.17 -0.349
C -3.12305 -1.59640 3.56979 -0.14 -0.07 -0.07 0.085
C 0.90763 -2.30165 1.91894 -0.13 -0.11 0.25 -0.219
C 1.68567 2.25949 -3.03527 0.01 0.04 -0.22 0.316
C -3.43693 -2.60812 5.73460 0.00 -0.06 0.10 -0.194
C 1.29356 -0.99234 -0.11402 0.10 -0.44 -0.22 0.793
C -3.30231 -2.72264 4.36167 -0.02 0.02 -0.02 -0.258
H 1.58333 -1.47163 -4.07228 -0.01 -0.13 -0.04 0.202
H 1.81437 0.30133 -5.77227 0.01 -0.02 -0.13 0.225
H 1.18983 -1.33854 2.34885 0.03 -0.15 0.04 0.234
H -1.41572 -1.45867 0.58720 0.03 0.07 -0.01 0.203
H -0.84561 -3.55249 1.76913 -0.04 -0.09 0.05 0.187
H 1.87270 4.52738 -6.34362 -0.02 0.00 0.07 0.185
H 0.68212 3.62895 -0.91113 0.04 0.00 0.00 0.180
H 2.45552 3.51740 -0.74774 -0.04 0.00 -0.01 0.183
H 1.70554 5.02942 -1.32005 -0.01 -0.08 0.06 0.196
H 2.62301 4.54746 -4.72778 -0.09 -0.01 -0.07 0.182
H -0.69047 -2.67313 3.29347 0.00 -0.10 0.04 0.217
H -1.13641 -0.52932 2.05654 0.02 0.08 -0.05 0.211
H 1.53735 -3.08506 2.35280 -0.01 0.13 0.02 0.193
H 1.47416 1.50662 -1.03724 0.00 0.07 0.03 0.264
H -3.57713 -3.49423 6.33684 -0.01 -0.06 0.05 0.210
H 1.35080 -2.02987 -1.87654 0.01 0.15 0.15 0.387
H 0.98175 -3.02802 -0.04582 0.03 0.12 -0.04 0.379
H -2.94653 0.53518 3.57784 0.01 0.11 -0.08 0.210
H 0.85362 4.42490 -4.88613 0.06 0.00 -0.03 0.178
H -3.18165 0.74406 6.01650 0.00 0.08 0.03 0.212
H -3.27052 -2.69536 1.74303 -0.07 0.01 -0.03 0.202
H -3.55906 -0.95741 1.58472 -0.06 -0.07 -0.02 0.216
H -3.34015 -3.69928 3.89914 0.00 -0.08 -0.07 0.208
H -3.49699 -1.27134 7.40595 -0.01 0.01 0.08 0.212
```
Forces are in eV/Å.

Output
Charge = 0
ΔE to the lowest compared entry with this formula, charge and spin = 53.2 kcal/mol
Energy = -1073.6450 Eh
Multiplicity = 1
Orbital gap = 8.1 eV
HOMO energy = -7.46 eV

***

- energy of number 2 (C19H24N2O2S)?
  -1396.5756 Eh

***

- Which formula does entry 2 have?
  C19H24N2O2S

***

- Among the records above, which one has the highest charge?
  C19H24MnN6O3S